(1)
A cluster of 2 separate species, C4H9NO3 in total in a non-equilibrium geometry. Source: OMol25; level of theory: ωB97M-V/def2-TZVPD.

The SMILES is CN(C=O)CC=O.O. The total charge is 0. The HOMO energy is -9.08 eV. The HOMO-LUMO gap is 9.5 eV.

Cartesian coordinates (Å):
1 C -0.7962 1.6864 -1.2264
2 N -0.6739 0.4201 -0.6335
3 C -0.5879 -0.8227 -1.4000
4 C -0.6967 0.4211 0.8159
5 C 0.6471 0.6979 1.4302
6 O 0.8794 0.5291 2.5935
7 O -0.7942 2.6729 -0.5286
8 H -0.8057 1.6830 -2.3234
9 H -0.2039 -1.6352 -0.7960
10 H -1.5010 -1.0376 -1.9501
11 H 0.1320 -0.6137 -2.2084
12 H -1.0902 -0.5667 1.0950
13 H -1.4502 1.0804 1.2514
14 H 1.3344 1.2316 0.7527
15 H 1.3879 -2.5294 1.2844
16 H 2.5854 -1.5425 0.9023
17 O 1.6338 -1.6747 0.9410



(2)
The molecule C4H9NO3 in a non-equilibrium geometry. Source: OMol25; level of theory: ωB97M-V/def2-TZVPD.

The SMILES is CO/N=C/CC(O)O. The total charge is 0. The HOMO energy is -9.81 eV. The HOMO-LUMO gap is 10.5 eV.

Cartesian coordinates (Å):
1 C 0.5967 -0.7442 2.1426
2 C -0.6200 -0.2240 1.3558
3 C -0.0326 1.3580 -3.3592
4 C -0.4273 0.3018 -0.0243
5 O -0.4536 0.9987 -2.0722
6 O 0.1747 -1.0924 3.4275
7 O 1.1654 -1.8866 1.5546
8 N 0.4343 0.2151 -0.9205
9 H -0.1459 -2.0027 3.3909
10 H 1.4821 -1.6675 0.6699
11 H 1.3410 0.0555 2.2630
12 H -1.0722 0.5702 1.9548
13 H -1.3486 -1.0402 1.2829
14 H -1.3253 0.8132 -0.5457
15 H 0.9368 0.9012 -3.5792
16 H 0.0600 2.4467 -3.4510
17 H -0.7654 0.9971 -4.0899



(3)
A structure of composition C4H9NO3 in a non-equilibrium geometry. Source: OMol25; level of theory: ωB97M-V/def2-TZVPD.

The total charge is 0. The HOMO energy (alpha / beta) is -8.60 / -8.61 eV. The HOMO-LUMO gap (alpha / beta) is 7.2 / 7.2 eV.

Cartesian coordinates (Å):
1 C 1.2968 2.2138 0.3451
2 C 0.8619 -0.6973 0.3145
3 N 0.9692 -0.5504 -1.0287
4 O 0.8276 1.0521 0.9389
5 O 1.4145 -1.4823 1.0202
6 H 0.4016 0.1837 -1.4257
7 H 1.7471 -1.0188 -1.4670
8 H 1.6281 2.1077 -0.6993
9 H 2.1442 2.5920 0.9355
10 H 0.5230 2.9885 0.4362
11 C -1.8460 -1.5433 -0.3141
12 C -1.2736 -0.4728 0.6003
13 O -1.2836 0.7409 0.2522
14 H -1.4064 -0.6833 1.6727
15 H -1.5936 -1.3668 -1.3568
16 H -2.9331 -1.5405 -0.2151
17 H -1.4777 -2.5232 -0.0090



(4)
A cluster of 2 separate species, C4H9NO3 in total in a non-equilibrium geometry. Source: OMol25; level of theory: ωB97M-V/def2-TZVPD.

The SMILES is C[C@@H](C=O)NC=O.O. The total charge is 0. The HOMO energy is -10.14 eV. The HOMO-LUMO gap is 10.3 eV.

Cartesian coordinates (Å):
1 C 1.9051 0.1361 -1.2448
2 N 0.5673 -0.0919 -1.0686
3 C -1.7285 0.8232 -1.0073
4 C -0.3389 0.7992 -0.3578
5 C -0.3873 0.3732 1.1014
6 O -1.0069 -0.5786 1.4945
7 O 2.6314 -0.7160 -1.6995
8 H 2.2153 1.1666 -1.0250
9 H 0.0662 -0.8321 -1.5337
10 H -1.6680 1.3299 -1.9652
11 H -2.3635 1.4686 -0.4032
12 H -2.1514 -0.1469 -1.0085
13 H -0.0259 1.8161 -0.4409
14 H 0.2175 1.0166 1.7696
15 H 1.2930 -2.6246 2.2155
16 H 0.0770 -1.7093 2.3180
17 O 0.6978 -2.2302 2.8556



(5)
A cluster of 2 separate species, C4H9NO3 in total in a non-equilibrium geometry. Source: OMol25; level of theory: ωB97M-V/def2-TZVPD.

Its spin multiplicity is 2. The total charge is +1. The HOMO energy (alpha / beta) is -15.66 / -15.27 eV. The HOMO-LUMO gap (alpha / beta) is 11.6 / 6.4 eV.

Cartesian coordinates (Å):
1 C 1.5532 -0.8692 -1.0768
2 N 0.7394 -0.9297 0.0706
3 C -1.6445 -1.3013 0.5807
4 C -0.5182 -0.3193 0.1107
5 C -0.6748 0.9736 0.9638
6 O 0.0728 1.1996 1.8489
7 O 2.6555 -1.3351 -1.0392
8 H 1.2120 -0.2239 -1.8878
9 H 0.9496 -1.4332 0.9351
10 H -1.7217 -1.1664 1.6611
11 H -1.4646 -2.3046 0.2093
12 H -2.5497 -1.0298 0.0383
13 H -0.8695 -0.0461 -0.9007
14 H -1.5399 1.5366 0.5926
15 H 1.1190 2.6269 0.0333
16 H 1.6691 2.5136 -1.3651
17 O 1.0121 2.1084 -0.7747



(6)
A structure of composition C4H9NO4. Source: OMol25; level of theory: ωB97M-V/def2-TZVPD.

The total charge is 0. The HOMO energy (alpha / beta) is -9.14 / -9.14 eV. The HOMO-LUMO gap (alpha / beta) is 7.7 / 7.7 eV.

Cartesian coordinates (Å):
1 C -0.2011 0.6510 -0.0951
2 C 1.8384 -0.5359 0.3409
3 C -0.3849 1.0937 1.3444
4 N 1.0047 0.2165 -0.5576
5 C -1.1123 -0.8618 -0.2837
6 O 0.0379 -1.1814 -1.6213
7 O -0.7709 1.5965 -0.9831
8 O -2.2787 -0.5790 -0.8823
9 O -0.9886 -1.6954 0.5828
10 H 0.3240 -2.1034 -1.5067
11 H -0.1834 1.6320 -1.7520
12 H -2.1546 0.2354 -1.4016
13 H 1.2866 -1.2878 0.9148
14 H 2.2595 0.1853 1.0542
15 H 2.6555 -0.9856 -0.2190
16 H -1.4268 1.3758 1.4858
17 H 0.2435 1.9617 1.5512
18 H -0.1488 0.2825 2.0281